No. 1
# C16H7Co2NO6S

C16H7Co2NO6S as an isolated structure at a distorted geometry (ωB97M-V/def2-TZVPD, the OMol25 dataset).

Its total energy is -4283.697507 Ha. Its spin multiplicity is 1. The largest force on an atom comes out at 6.62 eV/A. The energy above the lowest of the compared OMol25 structures with the same formula, charge and spin is 46.06 kcal/mol. Its total charge is -2. The LUMO energy is 4.843 eV.

Geometry (Å):
O1 -1.95 2.70 0.54
C1 -0.84 2.38 0.76
Co1 0.71 1.67 0.95
C2 1.62 3.14 0.69
O2 2.18 4.13 0.47
C3 0.73 1.37 2.69
O3 0.65 1.22 3.83
C4 0.17 -0.06 0.02
C5 -1.10 -0.76 0.47
C6 -1.58 -0.99 1.79
C7 -2.87 -1.47 2.03
C8 -3.73 -1.81 0.97
C9 -3.27 -1.62 -0.34
C10 -1.98 -1.14 -0.57
C11 0.88 -0.18 -1.21
C12 0.75 -0.15 -2.60
Co2 1.91 -0.33 0.30
C13 1.93 -0.92 2.11
O4 1.97 -1.33 3.18
C14 3.17 0.93 0.55
O5 4.18 1.47 0.62
C15 2.98 -1.68 -0.15
O6 3.67 -2.54 -0.49
H1 -0.88 -0.80 2.61
H2 -3.17 -1.67 3.08
H3 -4.76 -2.15 1.21
H4 -3.95 -1.93 -1.15
H5 -1.66 -1.08 -1.62
H6 1.50 -0.62 -3.26
H7 -0.27 -0.30 -3.04
N1 1.37 1.09 -3.60
C16 1.01 1.41 -4.72
S1 0.60 1.99 -6.12

No. 2
# C46H117CdN5O16

C46H117CdN5O16 as an isolated structure at a distorted geometry (ωB97M-V/def2-TZVPD, the OMol25 dataset).

Its total energy is -3467.530253 Ha. Its spin multiplicity is 1. The largest force on an atom comes out at 6.02 eV/A. Its total charge is 0. The LUMO energy is 0.152 eV.

Geometry (Å):
Cd1 -4.27 20.13 15.28
C1 -0.54 23.10 16.41
C2 -1.07 22.57 17.69
C3 -0.85 23.81 18.68
C4 -1.46 23.58 20.07
C5 -2.96 23.21 19.95
C6 -3.26 21.96 19.03
N1 -2.47 22.15 17.73
O1 -2.97 21.28 16.59
C7 -4.80 21.90 18.82
C8 -2.88 20.66 19.77
C9 -0.15 21.40 18.07
H1 -0.60 22.23 15.75
H2 0.40 23.63 16.51
H3 -1.29 23.76 15.96
H4 -1.20 24.73 18.21
H5 0.18 24.11 18.90
H6 -1.25 24.35 20.80
H7 -0.97 22.68 20.44
H8 -3.64 24.00 19.62
H9 -3.19 22.89 20.97
H10 -5.04 22.73 18.16
H11 -5.44 21.96 19.70
H12 -5.06 20.95 18.36
H13 -3.52 20.49 20.64
H14 -1.87 20.61 20.18
H15 -2.95 19.74 19.19
H16 -0.48 20.38 17.85
H17 -0.05 21.52 19.15
H18 0.86 21.37 17.67
C10 -4.75 18.00 18.77
C11 -6.00 17.22 18.08
C12 -6.91 16.85 19.30
C13 -8.19 16.21 18.73
C14 -8.92 17.15 17.87
C15 -8.09 17.77 16.69
N2 -6.75 18.20 17.25
O2 -5.90 19.02 16.31
C16 -8.94 18.98 16.16
C17 -8.09 16.77 15.55
C18 -5.40 15.95 17.38
H19 -3.87 18.22 18.17
H20 -4.33 17.41 19.58
H21 -5.12 18.95 19.15
H22 -7.02 17.66 20.02
H23 -6.34 16.06 19.79
H24 -8.87 16.08 19.58
H25 -7.90 15.24 18.33
H26 -9.42 17.98 18.38
H27 -9.79 16.58 17.53
H28 -8.53 19.45 15.26
H29 -8.96 19.76 16.91
H30 -9.94 18.59 15.94
H31 -7.32 17.05 14.83
H32 -9.03 16.76 14.99
H33 -8.03 15.69 15.68
H34 -4.76 16.36 16.60
H35 -6.23 15.41 16.93
H36 -4.80 15.35 18.06
C19 -6.04 18.81 12.95
O3 -4.92 18.85 13.82
C20 -4.11 17.71 13.60
C21 -2.75 17.79 14.42
N3 -3.01 18.29 15.76
C22 -1.72 18.09 16.56
C23 -1.29 16.66 16.93
O4 -0.24 16.77 17.87
C24 0.28 15.41 18.08
H37 -6.68 17.95 13.15
H38 -5.64 18.79 11.94
H39 -6.64 19.70 13.10
H40 -3.93 17.51 12.55
H41 -4.64 16.87 14.05
H42 -1.98 18.36 13.90
H43 -2.22 16.83 14.46
H44 -3.68 17.66 16.17
H45 -1.79 18.58 17.53
H46 -0.88 18.65 16.13
H47 -1.01 16.14 16.01
H48 -2.24 16.24 17.24
H49 -0.53 14.69 18.06
H50 0.85 15.29 19.00
H51 0.88 15.02 17.25
C25 -12.73 11.49 9.95
O5 -13.25 12.33 11.06
C26 -13.73 11.63 12.24
C27 -13.73 12.52 13.48
N4 -14.60 13.76 13.49
C28 -15.01 14.15 14.93
C29 -13.81 14.44 15.94
O6 -13.37 15.75 16.23
C30 -12.56 16.37 15.22
H52 -13.40 10.65 9.77
H53 -11.81 10.98 10.24
H54 -12.52 12.06 9.05
H55 -13.14 10.75 12.47
H56 -14.72 11.27 11.95
H57 -12.76 12.99 13.65
H58 -13.99 11.89 14.33
H59 -14.19 14.49 12.92
H60 -15.75 13.41 15.22
H61 -15.57 15.08 14.91
H62 -13.04 13.67 15.98
H63 -14.24 14.13 16.89
H64 -13.14 16.34 14.29
H65 -11.69 15.71 15.25
H66 -12.27 17.38 15.48
C31 -1.87 21.07 13.47
O7 -3.28 20.93 13.71
C32 -4.12 21.75 12.93
C33 -5.49 22.19 13.59
N5 -5.51 21.91 15.05
C34 -6.80 22.14 15.62
C35 -7.28 23.67 15.63
O8 -7.62 24.21 14.31
C36 -8.28 25.46 14.38
H67 -1.27 20.35 14.02
H68 -1.62 22.05 13.86
H69 -1.67 20.95 12.41
H70 -4.23 21.28 11.95
H71 -3.58 22.68 12.77
H72 -6.30 21.76 13.00
H73 -5.63 23.26 13.45
H74 -5.11 22.78 15.39
H75 -6.67 21.88 16.67
H76 -7.50 21.43 15.18
H77 -6.57 24.17 16.29
H78 -8.14 23.77 16.30
H79 -8.30 26.02 13.44
H80 -7.83 26.19 15.04
H81 -9.32 25.31 14.68
C37 -4.66 17.66 22.82
O9 -5.52 18.79 22.95
H82 -5.21 17.06 22.08
H83 -3.64 17.92 22.52
H84 -4.60 17.11 23.76
H85 -5.51 19.24 22.11
C38 -10.61 13.43 20.39
O10 -10.14 12.18 20.99
H86 -11.20 13.21 19.51
H87 -11.17 14.14 21.01
H88 -9.79 14.00 19.97
H89 -9.53 12.40 21.69
C39 -8.32 21.20 19.19
O11 -7.29 20.31 19.50
H90 -9.13 20.48 19.05
H91 -8.46 21.99 19.92
H92 -8.05 21.65 18.24
H93 -7.10 19.73 18.76
C40 -6.14 14.01 12.71
O12 -5.34 12.75 12.95
H94 -7.19 13.87 12.45
H95 -6.10 14.77 13.49
H96 -5.80 14.59 11.85
H97 -4.46 13.07 13.15
C41 -5.75 12.38 19.70
O13 -5.08 12.28 18.46
H98 -5.67 13.39 20.11
H99 -6.81 12.16 19.52
H100 -5.24 11.67 20.35
H101 -5.68 12.59 17.77
C42 -10.87 19.60 21.08
O14 -12.01 20.30 20.99
H102 -9.98 20.22 21.01
H103 -10.77 19.13 22.06
H104 -10.74 18.97 20.20
H105 -12.35 20.53 21.86
C43 -7.85 14.88 22.34
C44 -9.09 14.52 23.16
O15 -9.07 13.05 23.41
H106 -7.88 15.96 22.18
H107 -7.71 14.51 21.32
H108 -7.04 14.45 22.93
H109 -10.01 14.71 22.61
H110 -9.15 15.10 24.08
H111 -9.81 12.78 23.97
C45 -9.48 14.84 11.64
C46 -10.84 14.36 11.93
O16 -11.52 14.31 10.75
H112 -8.84 14.02 11.33
H113 -8.92 15.22 12.50
H114 -9.32 15.65 10.93
H115 -11.27 15.10 12.61
H116 -10.76 13.39 12.42
H117 -12.31 13.78 10.87

No. 3
# C5H12N

An isolated ion of composition C5H12N and charge +1 at a distorted geometry (ωB97M-V/def2-TZVPD, the OMol25 dataset).

Its total energy is -252.154073 Ha. Its spin multiplicity is 1. The largest force on an atom comes out at 4.48 eV/A. The energy above the lowest of the compared OMol25 structures with the same formula, charge and spin is 48.35 kcal/mol. Its total charge is +1. The LUMO energy is -3.419 eV.

Geometry (Å):
C1 -0.73 0.62 -1.68
C2 -0.29 -0.57 -0.82
N1 1.12 -0.56 -0.25
C3 1.11 -0.04 1.19
C4 -0.13 0.82 1.23
C5 -1.18 -0.34 0.52
H1 -1.39 0.33 -2.49
H2 0.07 1.00 -2.38
H3 -1.01 1.55 -1.20
H4 -0.62 -1.60 -1.38
H5 1.67 0.23 -0.82
H6 1.60 -1.50 -0.27
H7 1.00 -1.01 1.90
H8 2.07 0.40 1.40
H9 -0.40 1.09 2.29
H10 -0.02 1.69 0.49
H11 -2.14 0.12 0.36
H12 -1.27 -1.26 1.25